Entry 1:
Density functional theory data (the ωB97M-V functional and the def2-TZVPD basis) for C6H7Cl2NO4ScY as an isolated structure.

Geometry as XYZ:
```
22
Properties=species:S:1:pos:R:3:forces:R:3:lowdin_charge:R:1
Sc -0.1149 -0.1350 -6.9221 -0.2253 3.4339 3.1056 1.0818
Y -0.6308 -0.4611 -0.1666 1.3027 1.3802 -0.5099 1.3455
Cl -1.2213 1.7188 -6.2223 0.8135 -1.6853 -0.6015 0.2721
Cl 1.3244 -1.8092 -0.6114 -0.8592 0.5223 0.0059 0.0655
C -1.2659 -2.2030 1.2121 -0.9295 -5.7182 5.4794 -0.0173
C -0.7015 0.2083 -8.9691 -2.0232 -0.5070 -8.8853 0.0072
C -0.0118 -1.9326 -8.1401 0.8213 -7.0952 -6.7926 0.0497
O -1.3382 -3.0016 2.0516 0.2845 3.9936 -4.2786 0.2338
O -0.9455 0.0287 -10.1008 1.2936 1.5509 6.7368 0.2966
O 0.0877 -2.6736 -9.0426 -0.5593 4.2650 5.6597 0.2918
C -0.2666 2.0232 3.7003 -0.2166 0.6996 0.2592 0.0298
N 0.4016 0.7252 3.8065 0.0682 -1.1975 -1.9513 -0.1100
C 1.0720 0.3610 5.0508 0.4883 -0.4206 0.7458 0.0350
C 0.4236 -0.0484 2.7533 0.3879 0.8805 2.1867 -0.2061
O -0.1441 0.3624 1.6698 -0.6038 -0.5686 -1.5140 -0.2571
H -0.1176 2.5022 4.6733 -0.2878 0.1515 -0.4768 0.1150
H -1.3393 1.9073 3.4825 0.3587 -0.0937 0.2577 0.1185
H 0.1684 2.6379 2.8983 0.0525 -0.2519 0.3623 0.1179
H 0.6553 -0.5594 5.4786 -0.0930 0.3276 -0.1014 0.1234
H 2.1452 0.1921 4.8914 -0.2888 0.2404 -0.0427 0.1251
H 0.9224 1.1969 5.7336 0.1808 -0.3450 0.0894 0.1099
H 0.8969 -1.0401 2.7729 0.0344 0.4374 0.2657 0.1721
```
Positions in Å, forces in eV/Å.

Calculated values
- highest occupied orbital energy (eV) = -21.19
- LUMO energy (eV) = -16.32
- gap between HOMO and LUMO (eV) = 4.9
- net charge = +4

=====

Entry 2:
Density functional theory data (the ωB97M-V functional and the def2-TZVPD basis) for an isolated ion of composition C6H7Cl2O3P and charge -2.

Geometry as XYZ:
```
19
Properties=species:S:1:pos:R:3:forces:R:3:lowdin_charge:R:1
C 0.5728 -0.5144 -0.2095 0.5619 0.2703 0.1714 -0.3150
C -0.6649 -0.0030 -0.1639 0.0875 1.2448 0.0094 -0.1709
C 1.6654 0.5223 0.0635 1.6139 -0.8570 -0.3586 -0.2275
C -0.5302 1.5990 0.0186 -1.1433 -3.8928 -0.3364 -0.7115
C 0.9118 1.7884 -0.2657 0.8159 1.6296 -2.1411 -0.7452
C 0.7552 -2.0149 -0.1822 0.7094 1.7991 -3.2261 -0.0743
O -3.4062 -0.0273 0.1418 0.9672 -1.0350 0.3358 -0.5131
O -2.2891 -2.1965 -0.7202 0.0155 -0.7350 -0.6747 -0.4426
O -1.7756 -1.4150 1.6594 -0.3528 -0.1224 0.2124 -0.4599
P -2.2709 -1.0701 0.2606 -0.3909 2.4877 0.2189 0.0562
Cl -1.6211 2.3631 -1.1568 0.0099 0.7339 0.0022 0.5717
Cl 1.6435 3.1388 0.7202 0.1366 0.6935 -0.0108 0.4788
H 2.0032 0.6311 1.1503 -0.5152 -0.6189 -1.1170 0.0958
H 2.6862 0.3643 -0.5359 -2.0626 0.5027 0.9354 0.1286
H -0.8856 1.7258 1.0267 -0.0591 0.7708 0.3038 0.0998
H 0.9796 2.1420 -1.3764 0.2105 -0.7823 2.0229 0.1151
H 1.6343 -2.3196 0.2755 2.1972 -0.5650 0.5331 0.0330
H 0.5670 -2.4944 -1.1772 0.2086 0.3046 0.9388 0.0914
H 0.0246 -2.2197 0.4709 -3.0102 -1.8287 2.1807 -0.0104
```
Positions in Å, forces in eV/Å.

Calculated values
- highest occupied orbital energy (eV) = 0.11
- SMILES = CC1=C(P(=O)([O-])[O-])[C@H](Cl)[C@@H](Cl)C1
- LUMO energy (eV) = 5.05
- gap between HOMO and LUMO (eV) = 4.9
- net charge = -2

=====

Entry 3:
Density functional theory data (the ωB97M-V functional and the def2-TZVPD basis) for a 2-piece molecular cluster, C6H7Cl3Si overall.

Geometry as XYZ:
```
17
Properties=species:S:1:pos:R:3:forces:R:3:lowdin_charge:R:1
C -0.8335 -0.4891 2.6052 0.0669 -0.3976 -0.3165 -0.1379
C 0.6324 -0.9260 0.7171 -0.5183 1.0239 -0.5459 -0.2145
C 0.3871 -1.0202 2.0403 -2.3785 0.5136 2.4093 -0.6949
C -1.7448 0.0384 1.7247 -0.1720 -0.4331 -1.5319 -0.7186
C -1.5301 0.0731 0.3307 0.2634 -0.0808 -0.3984 -0.1633
C -0.2959 -0.3409 -0.1734 -0.1220 -0.9223 1.4123 -0.4367
Si 0.3593 -0.2205 -1.8794 -0.8159 2.0063 0.8381 0.6866
Cl 1.4340 -1.8502 3.1256 0.4395 -0.0144 0.0802 0.6877
Cl -3.3207 0.5142 2.2578 -0.0659 0.1966 0.3232 0.6807
Cl 0.6318 2.1984 1.3051 1.8855 -0.9709 2.5930 0.5080
H -1.2365 -0.5039 3.6412 1.2584 -0.3838 -0.5910 0.1189
H 1.6097 -1.1177 0.3655 0.8987 -0.7340 -0.3193 0.0834
H -2.3303 0.4217 -0.3461 0.5266 -0.1035 0.5206 0.1103
H 0.0669 2.7844 0.4286 -1.5551 1.6529 -2.4469 -0.2769
H -0.7923 -0.2015 -2.6637 -1.3357 -0.2866 -1.5157 -0.0834
H 1.3822 -1.0899 -2.2133 1.2828 -1.6020 -0.3893 -0.0811
H 0.9167 1.1193 -1.9780 0.3418 0.5357 -0.1217 -0.0683
```
Positions in Å, forces in eV/Å.

Calculated values
- highest occupied orbital energy (eV) = -9.37
- SMILES = [SiH3]c1cc(Cl)cc(Cl)c1.Cl
- LUMO energy (eV) = 0.41
- gap between HOMO and LUMO (eV) = 9.8
- net charge = 0

=====

Entry 4:
Density functional theory data (the ωB97M-V functional and the def2-TZVPD basis) for the molecule C6H7ClN2O.

Geometry as XYZ:
```
17
Properties=species:S:1:pos:R:3:forces:R:3:lowdin_spin:R:1
C -1.5533 1.4164 -1.4955 3.9522 1.3705 -0.8298 0.1166
C -2.4778 0.4344 -1.3766 -0.0158 -3.4928 1.1831 0.4228
C -0.4459 -0.3602 -0.9291 2.3857 -1.7123 2.2725 0.4178
C 0.4691 -1.2303 -0.1565 -0.0114 3.5122 -2.6138 0.1904
C 2.8959 -2.1121 0.2044 0.6681 0.6008 0.2496 0.0034
C 1.9072 -0.8661 0.1285 1.0089 0.2935 0.6433 0.0139
N -0.2964 0.9464 -1.3091 -1.9367 3.1644 -1.0541 0.3241
N -1.7515 -0.7101 -0.9820 -1.1450 0.8857 -1.0426 0.1923
O -0.0346 -2.2358 0.2525 -1.3606 -3.7242 1.6059 0.2752
Cl 2.4853 0.2796 -1.1297 0.6312 -0.2212 -0.0428 0.0112
H -1.6666 2.4014 -1.9249 -0.2514 0.0580 0.3191 -0.0024
H -3.4866 0.2792 -1.5927 -1.3915 0.4692 -0.3046 0.0233
H 2.7793 -2.7624 -0.6361 -0.5388 -0.0398 -1.0172 0.0001
H 4.0286 -1.9658 0.2087 -1.6604 0.7949 0.2299 0.0000
H 2.6904 -2.7984 1.0115 -0.3724 0.2466 0.6856 -0.0001
H 1.8125 -0.2020 1.0464 0.7526 -1.1402 -0.7101 0.0060
H -2.0385 -1.5992 -0.6853 -0.7147 -1.0656 0.4259 0.0054
```
Positions in Å, forces in eV/Å.

Calculated values
- highest occupied orbital energy (spin up / spin down) (eV) = -5.91 / -9.38
- 2S+1 = 3
- LUMO energy (spin up / spin down) (eV) = 0.71 / -3.06
- gap between HOMO and LUMO (spin up / spin down) (eV) = 6.6 / 6.3
- net charge = 0

=====

Entry 5:
Density functional theory data (the ωB97M-V functional and the def2-TZVPD basis) for C6H7ClN4 as an isolated structure.

Geometry as XYZ:
```
18
Properties=species:S:1:pos:R:3:forces:R:3:lowdin_charge:R:1
C -0.8873 2.3541 0.5016 0.7523 3.8533 2.0786 -0.2364
C -0.9671 0.3615 0.2633 0.6898 0.4218 0.9985 -0.5368
C 0.7648 -0.6960 -1.3440 0.4386 -0.7054 1.2696 -0.1980
C 0.1831 -0.6874 0.0770 1.1886 -0.1444 -0.9914 -0.3087
C -1.1926 -1.0408 0.4279 -1.7644 -2.8148 -0.7109 -0.0180
C 1.2680 -1.0266 1.1240 -0.8352 -1.3524 -0.9662 -0.0100
N -0.7587 1.3449 1.2335 0.7712 -2.1109 0.5815 0.1851
N -1.3550 2.1810 -0.7698 -0.4349 -0.4328 -0.9757 0.0807
N -1.4078 0.9214 -0.9031 -0.7074 0.8843 -1.8987 0.0878
N 0.8205 0.4269 -1.9368 0.0822 -0.8847 -0.0583 -0.3916
Cl 1.5057 0.5107 -3.5118 0.1525 -0.3981 0.2373 0.5587
H -0.5458 3.2869 0.9564 -0.6579 0.3022 -0.7760 0.1145
H 1.2605 -1.6992 -1.5301 -0.5011 1.2829 -0.7497 0.1463
H -1.2886 -1.3069 1.4689 -0.2423 -0.4988 0.0188 0.1271
H -1.8910 -1.5115 -0.3376 0.9817 0.5975 1.2864 0.1569
H 1.1100 -2.0882 1.4685 0.5669 0.7159 -0.8794 0.1074
H 1.0972 -0.5238 2.0133 -0.3525 1.5098 1.6428 0.0483
H 2.2843 -0.8067 0.7991 -0.1280 -0.2254 -0.1071 0.0867
```
Positions in Å, forces in eV/Å.

Calculated values
- highest occupied orbital energy (eV) = -9.94
- LUMO energy (eV) = -0.20
- gap between HOMO and LUMO (eV) = 9.7
- net charge = 0

=====

Entry 6:
Density functional theory data (the ωB97M-V functional and the def2-TZVPD basis) for the molecule C6H7FS.

Geometry as XYZ:
```
15
Properties=species:S:1:pos:R:3:forces:R:3:lowdin_charge:R:1
C -1.5453 -0.9062 -0.1117 0.3521 -0.3242 0.6541 -0.5427
C -0.1982 -0.2334 -0.0887 0.3844 -0.3242 0.3826 -0.2833
C 0.1252 1.0781 -0.1006 -1.0252 -1.3749 -0.2726 -0.0726
C 1.5577 1.2430 -0.0587 0.2604 0.5332 0.0061 -0.0150
C 2.1178 0.0334 0.0226 0.2125 0.3279 -0.3548 -0.2917
C 1.1126 -1.0644 -0.0045 -1.0572 1.5662 1.9648 -0.0490
H -2.5135 0.7811 1.1529 -0.2928 -0.1173 -0.3037 -0.1216
H -1.6466 -1.6285 0.7261 0.3260 0.2846 -0.5225 0.0774
H -1.6155 -1.4840 -1.0317 -0.3601 -0.0078 -0.1045 0.0750
H -0.5967 1.8752 -0.1926 0.0508 0.0956 0.0799 0.0952
H 1.9448 2.2493 -0.1159 0.7054 -0.2850 0.1517 0.1136
H 1.2193 -1.7572 -0.7762 0.2934 -0.9841 -1.6325 0.1088
H 1.1987 -1.6678 0.9197 -0.2690 0.3367 -0.1586 0.1460
F 3.4229 -0.2509 0.0987 0.0313 0.0189 -0.0173 0.0696
S -2.9885 0.1867 0.0300 0.3880 0.2544 0.1274 0.6905
```
Positions in Å, forces in eV/Å.

Calculated values
- highest occupied orbital energy (eV) = -8.37
- SMILES = FC1=CC=C(CS)C1
- LUMO energy (eV) = 0.87
- gap between HOMO and LUMO (eV) = 9.2
- net charge = 0

=====

Calculated calculated total energy, -2306.42507; -1720.32600; -1902.85831; -877.62882; -911.88889; -730.83254 Ha (same order as the records).
Calculated strongest force on any atom, 9.9; 4.1; 3.4; 4.4; 4.4; 2.7 eV Å⁻¹ (same order as the records).
Calculated relative energy (zero: lowest compared OMol25 entry of this formula, charge and spin), 0.8; 9.9; 0.0; 0.0; 82.8; 20.1 kcal/mol (same order as the records).